Entry 1:
ORCA calculation (ωB97M-V/def2-TZVPD) on an isolated molecule of C17H23N3O5S.

Structure (XYZ):
```
49
Properties=species:S:1:pos:R:3:forces:R:3:lowdin_charge:R:1
C -0.28955 -1.22893 1.36736 -0.045 0.004 -0.760 -0.081
H 0.38336 -1.98242 1.75769 0.125 -0.171 -0.058 0.074
H -0.00202 -0.24482 1.71408 0.082 0.180 0.036 0.062
H -1.31094 -1.46131 1.63663 -0.167 -0.014 0.019 0.064
S -0.11940 -1.26268 -0.43306 -0.179 0.166 0.489 0.662
O -0.87839 -2.34395 -0.96784 -0.268 -0.100 0.062 -0.263
O 1.28066 -1.22125 -0.75145 0.166 0.133 -0.011 -0.310
N -0.75842 0.21498 -0.93331 0.772 -0.950 0.013 -0.157
C -2.04022 0.58793 -0.54867 -1.097 0.145 0.310 -0.225
C -2.97929 -0.39201 -0.23144 -0.405 -0.037 0.048 0.043
C -4.25833 -0.01616 0.14931 0.905 1.062 -0.288 -0.142
C -4.65231 1.31391 0.20267 -0.123 -0.294 0.041 0.000
C -3.71653 2.28046 -0.11549 -0.007 -0.198 -0.009 -0.045
C -2.42599 1.93226 -0.47494 0.210 -0.089 -0.065 0.013
H -1.71621 2.71678 -0.67910 0.134 0.075 -0.023 0.098
H -3.98603 3.32396 -0.07175 -0.016 0.090 0.012 0.114
H -5.65872 1.56381 0.49781 -0.041 0.013 0.004 0.119
N -5.19695 -1.04589 0.52207 -0.326 -0.370 0.188 -0.361
O -4.74646 -2.13480 0.80756 0.063 -0.332 0.034 0.088
O -6.37199 -0.75306 0.54850 -0.304 0.037 0.002 0.089
H -2.74029 -1.43985 -0.31287 -0.115 -0.009 0.030 0.100
C 0.16289 1.18455 -1.49054 0.401 0.291 -0.091 -0.079
H 0.92920 0.61966 -2.02271 -0.051 0.227 -0.074 0.123
H -0.36780 1.82550 -2.19797 0.048 -0.095 0.132 0.141
C 0.81971 2.05113 -0.39980 -0.226 -0.252 -0.367 -0.472
O 0.51572 3.21309 -0.21837 -0.089 0.413 -0.055 0.058
N 1.70050 1.36533 0.34023 0.428 -0.234 0.207 0.070
H 1.94177 0.41938 0.06211 -0.074 0.186 -0.024 0.090
C 2.48853 1.94727 1.40368 0.119 0.287 0.102 -0.156
C 3.98753 1.87870 1.07802 -0.217 -0.095 0.197 -0.130
C 4.36696 0.49077 0.61934 0.135 0.273 -0.003 -0.267
C 4.37742 -0.54104 1.45276 -0.041 -0.134 0.050 -0.058
C 4.69083 -1.94773 1.04836 0.143 -0.084 -0.115 -0.191
C 5.36339 -1.99994 -0.31937 -0.237 -0.093 -0.001 -0.197
C 4.59590 -1.11409 -1.29338 0.263 0.081 -0.037 -0.193
C 4.68922 0.34033 -0.84136 -0.064 -0.335 -0.083 -0.156
H 4.01040 0.96103 -1.43240 0.024 0.100 0.003 0.112
H 5.70289 0.71941 -1.01460 -0.031 0.104 -0.069 0.126
H 4.99979 -1.21609 -2.30222 -0.063 -0.014 -0.035 0.111
H 3.54853 -1.42108 -1.31041 0.037 -0.026 -0.075 0.089
H 5.39323 -3.02899 -0.68082 0.076 -0.008 0.006 0.109
H 6.39156 -1.64050 -0.23500 0.073 -0.029 -0.008 0.117
H 5.32594 -2.41605 1.80495 -0.068 -0.036 0.007 0.110
H 3.75390 -2.51513 1.01404 0.036 -0.108 0.058 0.111
H 4.13449 -0.39463 2.49803 -0.062 0.155 0.156 0.112
H 4.21870 2.60045 0.29393 0.024 0.059 0.008 0.117
H 4.54534 2.15650 1.97400 0.025 0.067 -0.020 0.118
H 2.16148 2.98171 1.52756 -0.004 -0.142 0.073 0.121
H 2.29135 1.39473 2.32875 0.036 0.102 -0.016 0.118
```
Positions in Å, forces in eV/Å.

Multiplicity: 1
Highest occupied orbital energy: -9.10 eV
E_LUMO: -0.5 eV
SMILES: CS(=O)(=O)N(CC(=O)NCCC1=CCCCC1)c1cccc([N+](=O)[O-])c1
Electronic energy: -43542.662 eV
Gap between HOMO and LUMO: 8.575 eV

=====

Entry 2:
ORCA calculation (ωB97M-V/def2-TZVPD) on a structure of composition C34H57BeN3O2SSi.

Structure (XYZ):
```
99
Properties=species:S:1:pos:R:3:forces:R:3:lowdin_charge:R:1
O 0.36640 0.02061 -1.98319 -0.100 0.074 0.096 -0.182
O 3.16076 -4.25577 -3.37368 0.601 -0.061 -0.459 -0.196
C -0.55943 -0.46624 -2.97921 0.111 -0.410 0.059 -0.233
C -1.26334 0.60698 -3.78404 -0.059 0.329 -0.084 -0.058
H -1.29327 -1.07196 -2.43230 0.251 0.139 -0.062 0.126
H -0.00860 -1.13152 -3.66451 -0.215 0.046 0.292 0.111
H -1.78162 1.32344 -3.14007 0.226 -0.181 -0.167 0.046
H -2.01232 0.14484 -4.43593 0.122 -0.051 0.118 0.090
H -0.57457 1.16228 -4.43168 -0.119 -0.096 0.128 0.081
C 1.37871 0.87950 -2.53552 -0.056 0.633 0.067 -0.267
C 2.25370 0.24926 -3.60449 0.009 -0.134 0.189 -0.054
H 2.00042 1.19957 -1.68780 -0.245 -0.178 -0.166 0.092
H 0.90102 1.79851 -2.92672 0.177 -0.436 0.149 0.109
H 2.83506 -0.58569 -3.19335 -0.199 0.035 -0.195 0.082
H 2.95850 1.00939 -3.95876 -0.110 -0.099 0.020 0.086
H 1.65740 -0.08675 -4.45915 0.241 0.004 0.085 0.070
C 4.34311 -4.77080 -2.72822 -0.533 0.020 -0.075 -0.267
C 3.02071 -4.58386 -4.76754 0.011 -0.057 0.545 -0.267
C 5.42293 -3.71688 -2.54371 0.042 0.127 -0.123 -0.077
H 4.75528 -5.63253 -3.28702 -0.287 0.210 0.209 0.120
H 3.99133 -5.11249 -1.74264 0.198 -0.065 -0.271 0.108
H 5.78074 -3.33783 -3.50739 -0.085 -0.034 0.175 0.064
H 6.27702 -4.15915 -2.02277 -0.045 0.023 0.004 0.076
H 5.06112 -2.87199 -1.94653 -0.023 -0.165 -0.125 0.069
C 4.17263 -4.15492 -5.66441 0.070 0.076 -0.008 -0.090
H 2.09554 -4.08146 -5.07931 0.188 -0.189 0.099 0.116
H 2.87773 -5.67468 -4.85198 -0.045 0.204 -0.065 0.116
H 4.37649 -3.08125 -5.58424 -0.060 -0.167 0.056 0.078
H 3.91031 -4.36671 -6.70521 0.014 -0.011 0.081 0.077
H 5.09173 -4.70799 -5.44215 -0.124 0.121 -0.005 0.071
H 1.21743 -4.47867 -1.60255 -0.063 -0.465 0.249 0.028
N -0.13048 2.02233 0.35959 0.630 -0.639 0.800 -0.011
C -0.21138 2.42040 1.67532 1.753 1.402 -1.476 -0.381
C 0.42370 1.81474 2.79385 0.104 -0.080 0.616 -0.082
C 0.91390 0.52857 2.85509 0.062 -0.115 -0.319 -0.322
C -0.46143 3.87227 1.87355 -0.448 0.573 0.271 -0.013
H -1.15284 4.31998 1.16164 0.050 -0.175 -0.038 0.097
H 0.52202 4.33930 1.74976 -0.143 0.188 0.047 0.101
H -0.83491 4.08004 2.87131 0.042 -0.029 0.105 0.092
C 1.36770 -0.06976 4.16751 0.342 0.550 -0.058 0.013
H 2.40694 -0.42905 4.10030 -0.389 -0.081 0.080 0.097
H 0.69453 -0.89633 4.46318 0.443 0.456 -0.200 0.084
H 1.31656 0.72021 4.93243 0.033 -0.405 -0.199 0.089
N 0.92022 -0.21885 1.72003 -1.061 -0.009 -1.258 0.034
C -0.18593 2.97354 -0.72520 -0.605 0.940 -0.083 -0.177
C -1.41997 3.24827 -1.37203 1.084 -0.112 -0.052 -0.227
C -2.72217 2.58169 -1.08349 -0.256 -0.251 0.549 -0.044
C -1.45326 4.20069 -2.38301 0.547 0.497 -0.432 -0.058
H -2.41605 4.39987 -2.83024 -0.097 0.032 -0.182 0.114
C -0.32895 4.90799 -2.81499 -0.053 -0.713 0.919 -0.057
H -0.42527 5.63052 -3.62401 0.208 -0.133 0.237 0.103
C 0.87878 4.66356 -2.13910 -0.784 0.215 -0.458 -0.052
H 1.74540 5.24400 -2.43949 0.131 -0.190 0.173 0.110
C 0.96247 3.73902 -1.09486 -0.593 -0.485 -0.089 -0.231
C 2.28864 3.57255 -0.41155 0.238 0.011 0.243 -0.046
C 1.72492 -1.40532 1.65135 0.390 -0.526 0.791 -0.180
C 1.24296 -2.62660 2.15217 0.471 0.029 0.291 -0.227
C -0.16216 -2.79903 2.64050 -0.392 -0.328 0.025 -0.036
C 2.13052 -3.69625 2.31138 0.703 0.205 -0.564 -0.057
H 1.76384 -4.62605 2.74222 0.047 0.135 -0.138 0.113
C 3.47432 -3.58975 1.91445 -0.770 0.338 0.112 -0.071
H 4.13164 -4.44974 2.00104 -0.007 0.172 0.068 0.102
C 3.93879 -2.37082 1.41436 -0.120 -0.474 -0.032 -0.049
H 4.99429 -2.26045 1.14813 -0.371 -0.006 0.040 0.111
C 3.07950 -1.28070 1.28025 -0.253 -0.106 0.412 -0.211
C 3.63355 0.04412 0.86331 0.364 0.317 -0.225 -0.030
Be 0.00464 0.44396 0.53286 0.793 0.428 -0.081 0.440
H -3.08977 2.05082 -1.96854 -0.074 0.187 0.146 0.073
H -3.45362 3.35829 -0.81961 0.033 -0.338 -0.001 0.102
H -2.66136 1.86084 -0.26479 -0.073 0.183 -0.095 0.003
H 2.32976 2.67205 0.19907 -0.044 -0.054 0.004 0.053
H 2.46314 4.41875 0.26289 0.083 -0.060 -0.073 0.088
H 3.12517 3.54062 -1.12576 -0.299 0.058 0.140 0.091
H -0.37408 -3.87220 2.72487 -0.064 0.215 -0.105 0.080
H -0.89418 -2.35615 1.95611 0.054 0.019 0.247 0.078
H -0.32094 -2.38978 3.64883 -0.011 0.067 -0.398 0.076
H 3.41486 0.83921 1.59121 -0.064 -0.185 -0.258 0.086
H 3.24624 0.34052 -0.11910 -0.038 0.105 0.208 0.066
H 4.72361 -0.01935 0.76588 -0.199 0.011 0.020 0.083
H 0.57513 2.45905 3.67765 -0.627 -0.562 -0.501 0.131
C 0.91532 -5.07242 -0.71891 0.093 0.270 0.095 -0.171
Si 0.03261 -6.68658 -1.12657 0.114 0.093 -0.179 0.450
H 1.82411 -5.27453 -0.12727 -0.289 0.141 -0.149 0.020
H 0.27491 -4.41216 -0.11620 0.119 -0.158 -0.032 0.020
C -0.93110 -6.46046 -2.72218 -0.087 -0.029 -0.105 -0.192
C -1.15519 -7.21151 0.23564 -0.035 0.027 0.134 -0.192
C 1.31201 -8.04747 -1.35184 0.047 -0.078 -0.053 -0.193
H 0.82636 -9.02357 -1.49071 0.120 0.188 -0.002 0.030
H 1.96940 -8.12313 -0.47468 -0.130 0.018 -0.163 0.029
H 1.94331 -7.85250 -2.23002 -0.106 -0.052 0.172 0.024
H -1.78708 -5.78890 -2.56957 0.150 -0.123 -0.055 0.031
H -1.31464 -7.42024 -3.09470 0.035 0.205 0.057 0.030
H -0.29349 -6.02168 -3.50170 -0.116 -0.096 0.139 0.022
H -1.78754 -6.37664 0.56734 0.112 -0.159 -0.074 0.027
H -0.61467 -7.59307 1.11315 -0.114 0.092 -0.157 0.028
H -1.82106 -8.01210 -0.11841 0.176 0.166 0.072 0.031
S -2.31665 0.82873 2.00178 -0.380 -1.578 0.083 0.612
C -3.18300 2.12843 2.51089 -2.225 2.134 1.429 -0.893
N -3.89572 2.95772 2.97374 1.850 -1.581 -1.258 0.017
```
Positions in Å, forces in eV/Å.

Multiplicity: 1
Highest occupied orbital energy (spin up / spin down): -7.25 / -7.25 eV
E_LUMO (spin up / spin down): 0.1 / 0.1 eV
Electronic energy: -63863.783 eV
Gap between HOMO and LUMO (spin up / spin down): 7.383 / 7.383 eV